No. 1
C22H25N3O3 | ωB97M-V with the def2-TZVPD basis set

Element x y z (Å)
O 6.4929 -4.6491 0.7770
C 6.1828 -3.6188 0.2783
O 5.8346 -3.4616 -1.0362
C 6.2931 -2.3032 1.0572
N 5.1664 -1.3853 0.7634
C 3.9324 -1.7279 1.1773
C 2.8524 -0.9201 0.9066
C 3.0385 0.2691 0.1951
C 1.8804 1.1575 -0.0983
C 1.1098 1.6700 0.9474
C 0.0453 2.4992 0.6631
N -0.2552 2.8180 -0.6050
C -1.4174 3.7093 -0.8699
C -2.7347 2.9781 -0.6530
C -3.2239 2.1673 -1.8820
N -3.4126 0.7494 -1.6460
C -4.5577 0.4751 -0.7762
C -4.4057 -0.7708 0.0581
C -5.4184 -1.7300 0.0496
C -5.3448 -2.8873 0.8086
C -4.2404 -3.1129 1.6160
C -3.2273 -2.1684 1.6562
C -3.3091 -1.0242 0.8787
O -2.2483 -0.1001 0.9373
C 0.4694 2.3342 -1.6273
C 1.5426 1.4980 -1.4065
C 4.3284 0.6022 -0.2129
C 5.3741 -0.2440 0.0861
H 4.8900 -3.5868 -1.1894
H 6.2622 -2.5437 2.1156
H 7.2211 -1.8060 0.7911
H 3.8286 -2.6509 1.7316
H 1.8703 -1.2219 1.2387
H 1.3389 1.4461 1.9791
H -0.5722 2.9087 1.4488
H -1.3238 4.0657 -1.8920
H -1.3344 4.5595 -0.1970
H -2.6396 2.2816 0.1828
H -3.4823 3.7101 -0.3533
H -2.5654 2.3035 -2.7442
H -4.1914 2.5642 -2.1888
H -2.5860 0.3390 -1.2384
H -4.7728 1.3192 -0.1073
H -5.4420 0.3411 -1.3992
H -6.2854 -1.5488 -0.5712
H -6.1585 -3.5955 0.7543
H -4.1776 -4.0144 2.2083
H -2.3683 -2.3040 2.3024
H -1.4478 -0.6323 0.9183
H 0.1646 2.6426 -2.6163
H 2.1046 1.1225 -2.2492
H 4.5267 1.5102 -0.7635
H 6.3926 -0.0334 -0.2043

For the highest occupied orbital energy, the calculation gives -13.06 eV. As for the spin multiplicity: 1. As for the total energy: -1242.7458 Eh. The calculation puts the maximum force at 0.0109 Eh/bohr. The charge is +2.

=====

No. 2
C22H25N3O5S | ωB97M-V with the def2-TZVPD basis set

Element x y z (Å)
C 1.0324 8.8069 0.5661
C 0.2176 7.8641 -0.3120
C 0.1990 6.4230 0.1994
C 1.5596 5.7229 0.2053
C 2.0894 5.4461 -1.2040
O 1.2126 4.6432 -1.9715
C 1.1169 3.3162 -1.7390
C 0.1368 2.6456 -2.4806
C -0.0416 1.2911 -2.3400
C 0.7353 0.5558 -1.4420
C 0.4847 -0.9042 -1.3506
O 0.0151 -1.5421 -2.2688
N 0.8096 -1.4498 -0.1289
C 0.7139 -2.7707 0.2856
C 0.3870 -3.8123 -0.5846
C 0.2952 -5.1045 -0.1039
C 0.5300 -5.3604 1.2328
S 0.2317 -6.9882 1.8960
O 1.1466 -7.2901 2.9523
O 0.0552 -7.9227 0.8307
N -1.2675 -6.7598 2.6601
C -2.2327 -6.1081 1.9332
C -2.5783 -6.3705 0.5804
C -3.5623 -5.4630 0.3197
C -4.3473 -5.1656 -0.9021
O -3.7900 -4.7261 1.4203
N -2.9544 -5.1250 2.4178
C 0.8713 -4.3441 2.1053
C 0.9711 -3.0523 1.6319
C 1.7236 1.2192 -0.7221
C 1.9171 2.5805 -0.8661
H 0.9198 9.8320 0.2213
H 2.0906 8.5588 0.5384
H 0.6927 8.7543 1.5983
H 0.6009 7.8925 -1.3331
H -0.8145 8.2200 -0.3449
H -0.1937 6.4193 1.2189
H -0.4841 5.8391 -0.4216
H 1.4536 4.7750 0.7378
H 2.2969 6.3244 0.7371
H 2.1635 6.3781 -1.7685
H 3.0887 4.9960 -1.1581
H -0.4649 3.2210 -3.1659
H -0.7902 0.7703 -2.9169
H 1.0889 -0.7995 0.5923
H 0.1978 -3.5966 -1.6226
H 0.0488 -5.9260 -0.7564
H -1.1848 -6.4383 3.6130
H -2.1577 -7.1240 -0.0480
H -5.3685 -4.9065 -0.6334
H -4.3453 -6.0274 -1.5623
H -3.9082 -4.3182 -1.4283
H 1.0621 -4.5802 3.1401
H 1.2374 -2.2501 2.3052
H 2.3884 0.6777 -0.0632
H 2.7042 3.0537 -0.3003

Its energy above the lowest of the compared OMol25 structures with the same formula, charge and spin is 86.80 kcal per mole. For the highest occupied orbital energy, the calculation gives -8.84 eV. As for the spin multiplicity: 1. As for the total energy: -1791.9655 Eh. The calculation puts the maximum force at 0.0324 Eh/bohr. The SMILES is CCCCCOc1ccc(C(=O)Nc2ccc(S(=O)(=O)Nc3cc(C)on3)cc2)cc1.

=====

Number 1: LUMO level -0.2902 Eh. Number 2: LUMO level 0.0089 Eh.